C38H29F3N3O8SSc | the ωB97M-V functional and the def2-TZVPD basis

## Properties
Total energy: -3690.09875 Ha
ΔE to the lowest compared entry with this formula, charge and spin: 0.0 kcal/mol
LUMO: -0.049 Eh
Frontier orbital gap: 7.617 eV

XYZ file:
```
83
C38H29F3N3O8SSc (the ωB97M-V functional and the def2-TZVPD basis)
Sc -2.28787 -0.41669 0.36518
C -0.73098 3.11017 4.61407
C -1.78961 2.36756 3.84804
C -2.41840 1.25400 4.40476
C -3.38825 0.53730 3.72179
C -4.02431 -0.66424 4.35830
C -3.73867 0.95697 2.42795
C -3.15204 2.09646 1.85460
C -3.62210 2.69654 0.55049
C -2.16897 2.77630 2.58175
C -4.74166 0.15389 1.63119
O -5.88991 0.00373 1.95095
O -4.19891 -0.35345 0.52141
H -0.15703 2.43463 5.24831
H -1.17898 3.86463 5.26292
H -0.04286 3.62227 3.94109
H -2.12231 0.91758 5.39218
H -3.32619 -1.14855 5.04038
H -4.34161 -1.39961 3.62239
H -4.90828 -0.36260 4.92306
H -3.98805 1.96399 -0.16603
H -2.81932 3.26014 0.07759
H -4.44628 3.38529 0.75169
H -1.69950 3.64532 2.13612
O -1.12097 -2.73703 3.69759
C -1.02609 -1.80004 2.93565
O -1.91990 -1.40238 2.09211
C 0.25196 -0.98026 2.88735
C 0.28438 0.28979 2.32700
C 1.49356 0.93587 2.19130
C 2.69381 0.37433 2.57937
C 2.62424 -0.88737 3.13946
C 1.43523 -1.57275 3.31658
N 3.89247 -1.54071 3.52862
O 4.92003 -1.00412 3.17378
O 3.81507 -2.59644 4.11193
N 1.51321 2.27123 1.56493
O 0.51652 2.61051 0.96346
O 2.52649 2.92353 1.68120
H -0.62422 0.80959 2.03888
H 3.63140 0.89059 2.45074
H 1.41660 -2.55879 3.75825
N -0.63115 -1.81404 -0.24844
S 0.11097 -2.02760 -1.64092
C 0.65731 -3.73000 -1.66136
C 1.62979 -4.11971 -2.57428
C 2.02516 -5.44473 -2.61037
C 1.45340 -6.36831 -1.74310
C 0.47868 -5.96832 -0.84501
C 0.06871 -4.64082 -0.80028
C 1.68364 -1.20587 -1.52755
C 1.93439 -0.17392 -2.41396
C 3.10875 0.55722 -2.27861
C 4.00427 0.24938 -1.26730
C 3.74328 -0.79608 -0.38519
C 2.57848 -1.52956 -0.51222
H -0.06953 -2.16457 0.52441
H 2.08269 -3.39616 -3.23921
H 2.78538 -5.75710 -3.31292
H 1.77137 -7.40118 -1.77051
H 0.02938 -6.68447 -0.17135
H -0.70159 -4.32511 -0.11100
H 1.21892 0.07114 -3.18640
H 3.31191 1.37163 -2.95970
H 4.91429 0.82293 -1.16161
H 4.45252 -1.03825 0.39672
H 2.36963 -2.34902 0.16664
F 1.30624 2.50186 -8.10974
C 1.00566 3.43970 -7.19285
F 0.15810 4.30161 -7.78925
F 2.13481 4.12156 -6.93818
C 0.40972 2.83935 -5.95107
C -0.45144 1.75570 -6.06728
C -1.03215 1.21230 -4.93580
C -0.75503 1.74598 -3.67426
C 0.10899 2.83897 -3.57109
C 0.68635 3.38362 -4.70431
C -1.30759 1.15317 -2.49479
C -1.72920 0.65854 -1.46411
H -0.66432 1.33680 -7.04166
H -1.70365 0.36922 -5.01675
H 0.32569 3.24791 -2.59400
H 1.35549 4.22905 -4.61970
```

C38H29F8N4O5 | the ωB97M-V functional and the def2-TZVPD basis

## Properties
Total energy: -2859.04955 Ha
Net charge: +1
LUMO: -0.151 Eh
Frontier orbital gap: 6.910 eV

XYZ file:
```
84
C38H29F8N4O5 (the ωB97M-V functional and the def2-TZVPD basis)
C 2.47318 -0.79973 3.62420
N 3.31173 0.27396 2.96183
C 4.52225 -0.17680 2.13228
N 5.17479 1.10746 1.63864
C 4.28759 2.18917 2.22752
N 4.59994 3.50929 2.01364
N 3.12328 1.66912 3.04078
C 2.02650 2.35621 3.82251
C 1.38460 3.68384 3.10750
O 0.14850 3.30574 2.38249
C -1.04284 3.93430 3.02037
C -2.35335 3.05882 2.46267
F -2.02909 2.78346 1.01349
F -3.57314 3.91005 2.46156
C -2.60331 1.66685 3.30576
F -1.71298 1.49021 4.47764
F -4.00889 1.75377 3.84195
C -2.50588 0.29677 2.40105
F -3.59288 0.31693 1.37143
F -1.14724 0.09838 1.84306
C -2.81764 -1.03794 3.34500
F -2.29813 -2.23742 2.59643
F -4.27911 -1.22919 3.55392
H 1.34982 -0.55950 3.37577
H 2.80079 -1.89912 3.38958
H 2.60407 -0.65810 4.79733
H 4.90910 -1.26660 1.93377
H 4.11984 3.97351 1.18480
H 5.29555 4.03448 2.61472
H 2.45470 2.58992 4.90105
H 1.11554 1.60698 4.00633
H 1.16413 4.46014 3.98645
H 2.07998 4.22412 2.33706
H -1.16271 5.05917 2.63999
H -0.96214 3.92274 4.19370
H -2.25909 -1.01923 4.37404
C -1.71985 -4.52545 1.24434
C -2.18353 -5.75566 0.77896
C -1.27748 -6.72416 0.34382
C 0.09687 -6.45720 0.36264
C 0.55889 -5.21819 0.80485
C -0.35098 -4.25398 1.25778
C 2.00286 -4.90749 0.78249
O 2.40983 -3.82064 1.17410
C 2.94770 -5.92154 0.27352
C 4.31327 -5.61905 0.19256
C 5.21541 -6.57705 -0.27509
C 4.75920 -7.83946 -0.65333
C 3.39868 -8.14163 -0.57902
C 2.49008 -7.17699 -0.12377
C 1.04887 -7.49417 -0.08268
O 0.64653 -8.60187 -0.41930
H -2.42537 -3.77403 1.59211
H -3.25120 -5.96246 0.75660
H -1.64643 -7.68424 -0.01329
H 0.00329 -3.28945 1.61724
H 4.67810 -4.63687 0.48890
H 6.27465 -6.33829 -0.34208
H 5.46263 -8.58833 -1.01082
H 3.04925 -9.12767 -0.88067
C -0.95331 6.81947 -6.52558
C -1.09840 5.92563 -7.58625
C -1.64258 4.65978 -7.36321
C -2.03201 4.28162 -6.07255
C -1.86415 5.16630 -5.00798
C -1.33418 6.44280 -5.23689
C -2.22532 4.76007 -3.63444
O -2.08149 5.53788 -2.69927
C -2.75369 3.40087 -3.40318
C -3.04576 2.98252 -2.09837
C -3.55839 1.70331 -1.87219
C -3.78908 0.84393 -2.94602
C -3.49378 1.25604 -4.24633
C -2.96579 2.53382 -4.47399
C -2.62322 2.94726 -5.84915
O -2.82131 2.19089 -6.79300
H -0.53774 7.80936 -6.70093
H -0.78976 6.21466 -8.58844
H -1.75768 3.96913 -8.19697
H -1.21286 7.14378 -4.41291
H -2.87156 3.64848 -1.25472
H -3.77956 1.37862 -0.85772
H -4.19519 -0.14995 -2.77083
H -3.67192 0.57786 -5.07924
```

C38H29N9O2SV | the ωB97M-V functional and the def2-TZVPD basis

## Properties
Total energy: -3451.01867 Ha
LUMO (alpha / beta): -0.042 / -0.048 Eh
Frontier orbital gap (alpha / beta): 5.729 / 6.307 eV
Multiplicity: 4

XYZ file:
```
80
C38H29N9O2SV (the ωB97M-V functional and the def2-TZVPD basis)
V 0.25342 0.44269 -0.68408
O -3.98914 0.41493 -5.94974
C -4.25120 -0.28036 -4.95798
O -5.04322 -1.20498 -4.73892
C -3.31121 0.03034 -3.72553
C -3.51727 -0.55665 -2.49122
C -2.62787 -0.31780 -1.44998
N -1.54495 0.47765 -1.60461
C -1.41188 1.13593 -2.78437
C -2.26242 0.92165 -3.85421
C -0.32672 2.11887 -2.81843
C -0.19361 3.07829 -3.81819
C 0.77715 4.05155 -3.69764
C 1.59046 4.04943 -2.56978
C 1.42077 3.05209 -1.63733
N 0.50103 2.08450 -1.75507
C -2.95089 -0.88404 -0.11662
C -3.38094 -2.20171 0.00358
C -3.75268 -2.66524 1.25365
C -3.68961 -1.79874 2.33262
C -3.24939 -0.50150 2.11035
N -2.89486 -0.04487 0.91586
H -4.39359 -1.17478 -2.35171
H -2.12470 1.40232 -4.81359
H -0.86137 3.07234 -4.66686
H 0.88480 4.81013 -4.46085
H 2.33782 4.81440 -2.41580
H 2.03845 3.02952 -0.75062
H -3.38724 -2.85363 -0.85994
H -4.09105 -3.68532 1.38108
H -3.98167 -2.11546 3.32478
H -3.15935 0.20378 2.92979
S 0.24612 -1.61190 0.53407
C 0.26213 -0.73898 2.07150
N 0.32049 -1.35226 3.24206
N 0.37112 -2.66593 3.22217
C 0.21233 -3.43417 4.36485
C 0.04530 -2.84685 5.62095
C -0.13423 -3.65268 6.73121
C -0.14911 -5.03622 6.60956
C 0.03045 -5.61628 5.36092
C 0.21202 -4.82495 4.24153
N 0.14980 0.58806 2.11391
N -0.00411 1.22189 0.96566
C -0.20004 2.61889 1.14117
C 0.60824 3.35024 2.00876
C 0.45522 4.72382 2.11291
C -0.52417 5.37404 1.37530
C -1.36208 4.63908 0.54774
C -1.20585 3.26806 0.43040
H 0.36419 -3.12901 2.31670
H 0.05341 -1.76865 5.69284
H -0.26622 -3.19975 7.70547
H -0.30650 -5.65898 7.48024
H 0.03187 -6.69397 5.26069
H 0.35096 -5.26917 3.26213
H 1.34033 2.83117 2.61513
H 1.09679 5.29251 2.77380
H -0.65520 6.44438 1.46813
H -2.15454 5.13842 0.00478
H -1.87960 2.67785 -0.17768
N 0.69806 -1.05844 -2.53084
C 2.11587 -1.03351 -2.67026
C 2.74957 -1.59060 -3.75276
C 4.14849 -1.56536 -3.86945
C 4.90692 -0.98284 -2.89512
C 4.28640 -0.36367 -1.78947
C 5.03147 0.30915 -0.79860
C 4.37204 0.92457 0.22623
C 2.97348 0.87852 0.26296
N 2.22956 0.27037 -0.64436
C 2.87419 -0.37304 -1.67158
H 0.42166 -1.75731 -1.84230
H 0.24834 -1.29784 -3.40577
H 2.15443 -2.06520 -4.52376
H 4.61959 -2.02858 -4.72585
H 5.98792 -0.98480 -2.95171
H 6.11135 0.33362 -0.87305
H 4.90656 1.45981 0.99803
H 2.44792 1.35116 1.08213
```